{
  "formula": "C12H18F2O4",
  "method": "wB97M-V/def2-TZVPD",
  "elements": ["F", "C", "C", "C", "C", "C", "C", "H", "H", "H", "H", "H", "F", "C", "C", "C", "C", "C", "C", "H", "H", "H", "H", "H", "O", "H", "H", "O", "H", "H", "O", "H", "H", "O", "H", "H"],
  "coordinates": [[2.5112, -1.5098, 0.5107], [1.3322, -1.8130, 1.1105], [0.6324, -2.9137, 0.6570], [-0.4821, -3.3237, 1.2947], [-0.9464, -2.4699, 2.3466], [-0.3491, -1.3041, 2.7285], [0.8420, -0.9516, 2.1168], [0.9932, -3.3746, -0.2015], [-1.0788, -4.1991, 1.1165], [-1.8171, -2.8436, 2.8758], [-0.7904, -0.7117, 3.5008], [1.4053, -0.1418, 2.4901], [1.4045, 0.2971, -2.2684], [0.2708, -0.4435, -2.0279], [-0.5407, -0.0245, -0.9771], [-1.6773, -0.8157, -0.7899], [-1.9389, -1.8760, -1.6199], [-1.0146, -2.3558, -2.5253], [0.1689, -1.6181, -2.7025], [-0.3181, 0.9363, -0.5526], [-2.3727, -0.5524, 0.0177], [-2.9418, -2.3193, -1.4310], [-1.2543, -3.2398, -3.1554], [0.9834, -1.8046, -3.3358], [0.0106, 3.7936, -1.5519], [-0.1166, 3.9284, -2.4916], [0.6451, 4.4592, -1.3386], [1.7350, 5.1353, 0.2805], [2.5274, 5.5131, 0.6802], [1.6379, 4.3198, 0.7110], [-1.5437, 1.8822, 2.1171], [-0.6933, 2.0610, 1.6287], [-2.0505, 2.7249, 2.0706], [1.6863, 2.0112, -0.0908], [1.2239, 2.4013, -0.8715], [1.9161, 1.1427, -0.3220]],
  "nbo_charge": [-0.34, 0.39, -0.25, -0.20, -0.22, -0.20, -0.28, 0.22, 0.22, 0.21, 0.23, 0.23, -0.36, 0.39, -0.29, -0.17, -0.25, -0.19, -0.30, 0.25, 0.23, 0.22, 0.22, 0.23, -0.96, 0.47, 0.49, -0.96, 0.48, 0.48, -0.95, 0.48, 0.47, -0.99, 0.50, 0.48],
  "smiles": "Fc1ccccc1.Fc1ccccc1.O.O.O.O",
  "gap_ha": 0.344,
  "charge": 0,
  "homo_energy_ev": -8.808,
  "lumo_ev": 0.56
}


{
  "formula": "C13H33FN14O12",
  "method": "wB97M-V/def2-TZVPD",
  "elements": ["O", "H", "H", "H", "C", "C", "C", "O", "C", "C", "C", "O", "O", "O", "H", "H", "F", "C", "O", "N", "N", "H", "H", "H", "H", "C", "O", "N", "N", "H", "H", "H", "H", "C", "O", "N", "N", "H", "H", "H", "H", "C", "O", "N", "N", "H", "H", "H", "H", "C", "O", "N", "N", "H", "H", "H", "H", "C", "O", "N", "N", "H", "H", "H", "H", "C", "O", "N", "N", "H", "H", "H", "H"],
  "coordinates": [[-0.8617, 0.4799, 0.5461], [-0.1941, 0.0058, 0.0450], [-0.7350, 0.3468, 1.4883], [-1.6900, 0.0735, 0.2809], [-2.9279, -3.4009, -1.1894], [-2.4106, -4.6629, -1.4426], [-0.8420, -4.8070, -1.5044], [-0.2898, -5.9422, -1.8678], [-0.0004, -3.7603, -1.3523], [-0.5212, -2.4405, -1.0527], [-2.0756, -2.2258, -0.8477], [-2.6096, -1.2377, -0.4170], [0.2522, -1.4437, -0.8650], [-3.2592, -5.6100, -1.3975], [-3.9686, -3.2623, -0.9361], [1.0574, -3.9030, -1.5166], [1.1596, 0.4368, 2.2806], [-0.1134, 1.7638, -2.8225], [1.0782, 1.7543, -2.7380], [-0.8350, 2.7690, -2.6322], [-0.8228, 0.6745, -2.9223], [-0.3162, 3.6348, -2.5951], [-1.7517, 2.9203, -3.0284], [-1.8073, 0.8520, -3.0612], [-0.4275, -0.2240, -2.6845], [1.0354, 3.8763, 2.7868], [0.5156, 4.3855, 3.7383], [2.2986, 3.8536, 2.6838], [0.3865, 3.4302, 1.8205], [2.8502, 4.2642, 3.4236], [2.7087, 3.3432, 1.9148], [-0.6115, 3.4453, 1.6658], [0.8782, 2.8165, 1.1867], [2.6240, -3.0496, 2.4031], [3.2044, -4.1187, 2.2734], [2.4510, -2.4227, 3.5215], [2.0537, -2.2877, 1.5381], [1.8883, -1.5839, 3.5163], [2.9176, -2.8398, 4.3143], [2.0617, -2.5307, 0.5578], [1.7015, -1.3723, 1.7793], [3.8369, 2.2813, 0.2260], [4.4555, 2.6647, 1.1637], [2.6812, 1.6517, 0.1950], [4.1865, 2.6670, -0.9382], [2.2282, 1.2406, 0.9987], [2.2727, 1.4995, -0.7161], [3.6086, 2.6524, -1.7664], [4.9907, 3.2776, -0.9616], [-2.2919, 0.3442, 3.6541], [-2.3921, -0.7181, 3.0410], [-1.2159, 0.9904, 3.8363], [-3.2404, 0.9294, 4.2911], [-1.2024, 1.8604, 4.3492], [-0.3688, 0.6453, 3.4081], [-2.9271, 1.8254, 4.6365], [-4.1923, 0.5918, 4.2829], [-5.1522, 0.7977, -2.5222], [-4.4283, 1.6045, -3.0162], [-6.3258, 0.5362, -3.0351], [-4.9019, 0.0537, -1.4950], [-6.9023, -0.2174, -2.6887], [-6.3392, 0.8861, -3.9824], [-5.7234, -0.4726, -1.2338], [-4.1337, 0.0612, -0.8393], [3.4744, -1.6309, -2.4699], [3.0304, -2.6047, -2.9886], [3.0303, -1.1210, -1.3725], [4.4796, -0.9679, -2.9372], [2.1291, -1.4283, -1.0355], [3.4014, -0.2488, -1.0238], [5.0684, -1.4181, -3.6233], [4.8121, -0.2337, -2.3284]],
  "mulliken_charge": [0.47, -0.01, 0.09, 0.43, -0.89, 0.32, 0.33, -0.76, -0.74, -0.05, 0.64, -0.79, 0.10, -0.75, 0.31, 0.46, -1.03, 0.68, -0.74, -0.40, -0.26, 0.23, 0.17, 0.14, 0.07, 0.63, -0.79, -0.25, -0.14, 0.15, 0.16, 0.19, 0.02, 0.63, -0.78, -0.33, -0.01, 0.21, 0.19, -0.22, 0.21, 0.74, -0.76, 0.03, -0.36, 0.06, -0.02, 0.17, 0.23, 0.71, -0.68, -0.23, -0.39, 0.19, 0.10, 0.13, 0.24, 0.73, -0.68, -0.47, -0.16, 0.19, 0.24, 0.10, 0.07, 0.63, -0.67, 0.14, -0.40, -0.36, 0.21, 0.25, 0.15],
  "gap_ha": 0.201,
  "de_lowest_kj_mol": 0.0,
  "charge": -2,
  "homo_energy_ev": -1.503,
  "lumo_ev": 3.95
}


{
  "formula": "C47H34ClF5N3O3TeV",
  "method": "wB97M-V/def2-TZVPD",
  "elements": ["V", "Cl", "C", "C", "C", "C", "O", "C", "C", "N", "C", "C", "C", "C", "C", "C", "C", "C", "N", "C", "C", "H", "H", "H", "H", "H", "H", "H", "H", "H", "H", "C", "C", "C", "C", "C", "O", "C", "C", "C", "C", "C", "C", "C", "O", "C", "C", "C", "N", "C", "C", "Te", "C", "C", "C", "C", "C", "C", "C", "C", "C", "C", "C", "C", "H", "H", "H", "H", "H", "H", "H", "H", "H", "H", "H", "H", "H", "H", "H", "H", "H", "H", "H", "H", "H", "H", "H", "H", "F", "C", "F", "C", "F", "F", "F"],
  "coordinates": [[0.4994, 0.4930, 0.6510], [5.9829, 4.1456, -1.7947], [4.5446, 3.2069, -1.5598], [4.4210, 1.9721, -2.2151], [3.3082, 1.1906, -2.0279], [2.3165, 1.5942, -1.1143], [1.3097, 0.8300, -0.8224], [2.4012, 2.8907, -0.5308], [1.2093, 3.3729, 0.0942], [0.2787, 2.5673, 0.5001], [-1.0400, 2.9704, 0.7149], [-1.5162, 4.2423, 0.9479], [-2.8971, 4.4778, 0.9536], [-3.7917, 3.4700, 0.7009], [-3.3345, 2.1542, 0.4822], [-4.1716, 1.0651, 0.1565], [-3.6092, -0.1488, -0.1311], [-2.2251, -0.3173, -0.0254], [-1.4116, 0.6541, 0.3607], [-1.9482, 1.8999, 0.5468], [3.5312, 3.6873, -0.7736], [5.2107, 1.6420, -2.8764], [3.1511, 0.2624, -2.5683], [1.0411, 4.4490, 0.1110], [-0.8245, 5.0527, 1.1349], [-3.2583, 5.4829, 1.1264], [-4.8521, 3.6806, 0.6494], [-5.2437, 1.2081, 0.1032], [-4.2162, -0.9897, -0.4344], [-1.7594, -1.2549, -0.2835], [3.6047, 4.6656, -0.3150], [1.8162, -6.9688, -0.9080], [1.2822, -5.5756, -1.1323], [1.2428, -4.9966, -2.3952], [0.8279, -3.6881, -2.6149], [0.9868, -3.0683, -3.9536], [1.4626, -1.9572, -4.1024], [0.5931, -3.8748, -5.1594], [1.2009, -3.5669, -6.3751], [0.8995, -4.2897, -7.5170], [-0.0261, -5.3226, -7.4557], [-0.6595, -5.6152, -6.2567], [-0.3545, -4.8950, -5.1115], [0.4026, -2.8489, -1.5211], [-0.0655, -1.6940, -1.6603], [0.4953, -3.4766, -0.2045], [0.9002, -4.7896, -0.0504], [0.2060, -2.5367, 0.8870], [0.9576, -1.4766, 1.0568], [2.3531, -1.5374, 0.5798], [3.3490, -1.1881, 1.6957], [4.1431, -2.9419, 2.6787], [2.4714, -3.2013, 3.9717], [1.5603, -4.2293, 3.7650], [0.4736, -4.3786, 4.6153], [0.2977, -3.5019, 5.6754], [1.2104, -2.4788, 5.8865], [2.3001, -2.3312, 5.0405], [-0.9938, -2.7559, 1.7198], [-1.7951, -3.8837, 1.5112], [-2.8967, -4.1334, 2.3140], [-3.2386, -3.2500, 3.3277], [-2.4657, -2.1147, 3.5311], [-1.3536, -1.8771, 2.7458], [2.0366, -7.4607, -1.8547], [1.0971, -7.5827, -0.3609], [2.7354, -6.9365, -0.3180], [1.6043, -5.5770, -3.2374], [1.9136, -2.7529, -6.3960], [1.3836, -4.0474, -8.4546], [-0.2582, -5.8961, -8.3444], [-1.3948, -6.4090, -6.2154], [-0.8648, -5.1144, -4.1838], [0.9780, -5.2002, 0.9531], [2.4988, -0.8731, -0.2699], [2.5822, -2.5333, 0.2084], [2.8910, -0.5802, 2.4700], [4.2049, -0.6539, 1.2860], [1.6943, -4.9100, 2.9331], [-0.2361, -5.1783, 4.4399], [-0.5461, -3.6191, 6.3441], [1.0818, -1.7883, 6.7105], [3.0119, -1.5337, 5.2135], [-1.5681, -4.5688, 0.7083], [-3.4923, -5.0193, 2.1351], [-4.1036, -3.4434, 3.9494], [-2.7288, -1.4101, 4.3101], [-0.7505, -1.0050, 2.9421], [0.7382, -0.1150, 3.4596], [0.4894, 0.9779, 2.6448], [-0.7372, 1.4529, 3.1167], [1.5374, 2.0024, 3.1385], [1.9586, 1.7836, 4.3902], [1.1034, 3.2720, 3.0978], [2.6415, 1.9214, 2.3488]],
  "nbo_charge": [1.57, 0.01, -0.08, -0.18, -0.22, 0.36, -0.73, -0.21, 0.22, -0.55, 0.21, -0.21, -0.19, -0.20, -0.01, -0.11, -0.25, 0.13, -0.54, 0.12, -0.16, 0.24, 0.26, 0.19, 0.22, 0.22, 0.22, 0.22, 0.24, 0.26, 0.23, -0.62, -0.14, -0.14, -0.30, 0.55, -0.55, -0.07, -0.19, -0.22, -0.20, -0.22, -0.21, 0.52, -0.74, -0.26, -0.11, 0.40, -0.62, -0.30, -0.62, 0.46, -0.27, -0.18, -0.23, -0.20, -0.21, -0.23, -0.06, -0.18, -0.23, -0.19, -0.21, -0.19, 0.21, 0.21, 0.21, 0.21, 0.23, 0.21, 0.21, 0.21, 0.22, 0.19, 0.23, 0.24, 0.23, 0.23, 0.21, 0.22, 0.21, 0.22, 0.22, 0.23, 0.22, 0.21, 0.22, 0.26, -0.34, 0.15, -0.36, 0.91, -0.31, -0.32, -0.32],
  "multiplicity": 3,
  "gap_ha": [0.195, 0.195],
  "s2": 2.0158,
  "charge": 0,
  "homo_energy_ev": [-6.658, -6.661],
  "lumo_ev": [-1.36, -1.35]
}


{
  "formula": "C5H13NS2",
  "method": "wB97M-V/def2-TZVPD",
  "elements": ["S", "S", "C", "C", "C", "N", "C", "C", "H", "H", "H", "H", "H", "H", "H", "H", "H", "H", "H", "H", "H"],
  "coordinates": [[-2.8959, 0.0009, -0.4398], [1.7548, 1.7442, -0.5518], [-0.0456, 1.9369, -0.2843], [-0.5804, 1.5601, 1.0869], [-0.4712, 0.0967, 1.3131], [0.7978, -0.6565, 0.9460], [0.4051, -1.3517, -0.4182], [1.7447, -2.0837, -0.9010], [-3.2242, -0.0574, -1.7429], [-0.5736, 1.3634, -1.0501], [-0.2614, 2.9923, -0.4527], [-1.6727, 1.7522, 1.1520], [-0.2298, 2.1987, 1.9268], [-0.3995, 0.0192, 2.3883], [-1.4202, -0.2176, 0.8409], [1.3630, 0.1051, 0.5971], [-0.1052, -0.6973, -1.1958], [-0.3005, -2.1343, -0.0873], [1.4939, -2.5611, -1.8930], [2.4743, -1.2552, -1.1048], [2.1465, -2.7549, -0.1293]],
  "nbo_charge": [-0.43, 0.13, -0.58, -0.43, -0.25, -0.53, -0.24, -0.63, 0.12, 0.26, 0.29, 0.25, 0.23, 0.21, 0.23, 0.32, 0.20, 0.21, 0.22, 0.20, 0.22],
  "gap_ha": 0.131,
  "de_lowest_kj_mol": 646.8,
  "charge": 0,
  "homo_energy_ev": -8.011,
  "lumo_ev": -4.46
}


{
  "formula": "C4H8NO3",
  "method": "wB97M-V/def2-TZVPD",
  "elements": ["O", "C", "C", "C", "O", "N", "C", "O", "H", "H", "H", "H", "H", "H", "H", "H"],
  "coordinates": [[1.8259, 0.5661, 1.6307], [1.2945, 0.5683, 0.5372], [0.4100, -0.5441, -0.0107], [-0.5605, -1.2041, 0.9864], [-0.2839, -1.0121, 2.3696], [-0.2785, -0.2166, -1.2457], [-0.8470, 1.2071, -1.4411], [-0.0557, 2.2184, -1.1052], [1.3382, 1.4080, -0.0999], [1.1670, -1.2705, -0.3175], [-1.5273, -0.7184, 0.8705], [-0.6595, -2.2599, 0.7044], [0.6379, -0.8150, 2.4829], [0.4017, -0.2796, -1.9993], [-1.8013, 1.1481, -0.8484], [-1.0613, 1.2043, -2.5140]],
  "nbo_charge": [-0.62, 0.42, -0.20, -0.05, -0.75, -0.69, 0.14, -0.93, 0.20, 0.19, 0.18, 0.15, 0.48, 0.33, 0.07, 0.09],
  "smiles": "O=C[C@@H](CO)NC[O-]",
  "gap_ha": 0.258,
  "de_lowest_kj_mol": 380.9,
  "charge": -1,
  "homo_energy_ev": -3.166,
  "lumo_ev": 3.86
}


{
  "formula": "C21H32BIIrNO2P2",
  "method": "wB97M-V/def2-TZVPD",
  "elements": ["Ir", "C", "P", "C", "C", "C", "C", "C", "C", "C", "P", "C", "C", "H", "H", "H", "H", "H", "H", "H", "H", "H", "H", "H", "H", "H", "H", "H", "H", "I", "C", "C", "C", "C", "N", "C", "H", "H", "H", "H", "C", "C", "C", "O", "B", "O", "C", "C", "C", "H", "H", "H", "H", "H", "H", "H", "H", "H", "H", "H", "H"],
  "coordinates": [[0.7668, 0.4427, 0.0579], [-0.6617, -2.7493, -1.0323], [0.5375, -1.4591, -1.4445], [0.2464, -0.9747, -3.1584], [2.1521, -2.2765, -1.4323], [2.5708, -3.1556, -2.4224], [3.8627, -3.6691, -2.3775], [4.7381, -3.3085, -1.3602], [4.3220, -2.4556, -0.3472], [3.0214, -1.9596, -0.3826], [2.3167, -0.9965, 0.9310], [3.5954, -0.0407, 1.7530], [1.5371, -2.0433, 2.1673], [-0.6724, -3.4695, -1.8535], [-1.6629, -2.3414, -0.9210], [-0.3743, -3.2744, -0.1226], [0.4205, -1.8497, -3.7856], [0.9415, -0.1889, -3.4557], [-0.7763, -0.6315, -3.2956], [1.9186, -3.4460, -3.2361], [4.1927, -4.3459, -3.1545], [5.7472, -3.6982, -1.3526], [5.0042, -2.2057, 0.4553], [4.1937, 0.5294, 1.0431], [4.2358, -0.7684, 2.2623], [3.1673, 0.6203, 2.5054], [2.2663, -2.8018, 2.4663], [0.6569, -2.5423, 1.7664], [1.2545, -1.4583, 3.0439], [3.6294, 5.6305, 0.0577], [2.2954, 4.3445, 0.9739], [1.5899, 4.7081, 2.1227], [0.7216, 3.8017, 2.7164], [0.5604, 2.5538, 2.1570], [1.2266, 2.2007, 1.0345], [2.0795, 3.0809, 0.4592], [1.7213, 5.6943, 2.5504], [0.1773, 4.0607, 3.6141], [-0.0977, 1.8116, 2.5892], [2.5924, 2.7479, -0.4366], [-4.0778, 0.9784, 1.7361], [-3.1885, 1.1474, 0.5318], [-3.0215, 2.6018, 0.1488], [-1.7682, 0.6533, 0.9090], [-1.3564, 0.1556, -0.2529], [-2.1447, -0.0518, -1.2852], [-3.5308, 0.2190, -0.6847], [-4.3874, 0.8680, -1.7428], [-4.0769, -1.1316, -0.2727], [-3.7338, 1.6246, 2.5430], [-4.1096, -0.0433, 2.1042], [-5.0896, 1.2908, 1.4717], [-2.5992, 3.1624, 0.9826], [-3.9950, 3.0355, -0.0760], [-2.3777, 2.7312, -0.7242], [-3.9146, 1.7365, -2.1946], [-5.3359, 1.1726, -1.2972], [-4.6105, 0.1486, -2.5295], [-3.4782, -1.6060, 0.5081], [-4.1263, -1.7947, -1.1359], [-5.0921, -1.0144, 0.1048]],
  "nbo_charge": [0.58, -0.96, 1.13, -0.96, -0.40, -0.16, -0.12, -0.14, -0.17, -0.35, 1.37, -0.99, -0.98, 0.29, 0.27, 0.26, 0.28, 0.27, 0.29, 0.24, 0.27, 0.27, 0.24, 0.28, 0.30, 0.28, 0.30, 0.27, 0.28, 0.35, -0.22, -0.10, -0.20, 0.04, -0.57, 0.02, 0.27, 0.27, 0.24, 0.23, -0.66, 0.30, -0.66, -0.77, 1.09, -0.77, 0.28, -0.65, -0.66, 0.24, 0.24, 0.26, 0.24, 0.27, 0.22, 0.24, 0.26, 0.25, 0.21, 0.25, 0.27],
  "multiplicity": 2,
  "gap_ha": [0.196, 0.170],
  "de_lowest_kj_mol": 23.2,
  "s2": 0.7533,
  "charge": 3,
  "homo_energy_ev": [-16.884, -16.883],
  "lumo_ev": [-11.55, -12.25]
}


{
  "formula": "C2H6Se",
  "method": "wB97M-V/def2-TZVPD",
  "elements": ["C", "C", "Se", "H", "H", "H", "H", "H", "H"],
  "coordinates": [[1.5996, -0.3780, -0.0176], [-1.2656, 0.2372, 0.3894], [0.2960, 1.1097, -0.0169], [2.4139, 0.2168, -0.6039], [1.8396, -0.4429, 1.0683], [1.1564, -1.3267, -0.5342], [-2.1298, 0.9491, 0.3582], [-2.7987, 0.4711, -1.3348], [-1.1114, -0.8363, 0.6914]],
  "nbo_charge": [-0.81, -0.72, 0.40, 0.24, 0.23, 0.25, 0.25, -0.07, 0.23],
  "gap_ha": [0.256, 0.335],
  "de_lowest_kj_mol": 431.6,
  "charge": 0,
  "homo_energy_ev": [-7.238, -8.977],
  "lumo_ev": [-0.26, 0.15]
}


{
  "formula": "C3H5NS",
  "method": "wB97M-V/def2-TZVPD",
  "elements": ["C", "C", "C", "N", "S", "H", "H", "H", "H", "H"],
  "coordinates": [[0.1917, 1.0103, 1.0184], [0.3633, -0.0298, 0.1575], [-0.3133, -1.0665, -0.7005], [1.3830, 0.9642, 1.7712], [2.0688, -0.3932, 0.9923], [-0.7307, 1.5094, 1.3485], [-0.0927, -1.0313, -1.8734], [0.0492, -1.9593, -0.3471], [-1.4572, -1.0600, -0.5393], [1.9661, 1.7505, 2.0940]],
  "nbo_charge": [-0.09, -0.13, -0.65, -0.75, 0.33, 0.21, 0.22, 0.22, 0.22, 0.40],
  "gap_ha": 0.329,
  "de_lowest_kj_mol": 202.3,
  "charge": 0,
  "homo_energy_ev": -8.375,
  "lumo_ev": 0.57
}